Record 1
110
Properties=species:S:1:pos:R:3 method="wB97M-V/def2-TZVPD" relative_energy_kcal_mol=35.0 multiplicity=1 energy_ev=-197009.191 lumo_ev=-4.477 max_force_ev_per_a=3.1 total_charge=+2 gap_ev=7.72
Y -0.49 -0.34 -0.02
C -2.99 2.22 -0.31
O -2.86 0.79 -0.30
C -3.99 0.07 0.02
C -5.22 0.62 0.31
C -6.27 -0.22 0.67
Br -7.94 0.54 1.08
C -6.11 -1.59 0.73
C -4.87 -2.14 0.43
C -3.82 -1.30 0.10
O -2.52 -1.77 -0.09
C -4.65 -3.60 0.50
N -5.07 -4.37 1.45
C -4.62 -5.65 1.10
C -4.81 -6.86 1.76
C -4.30 -8.00 1.17
C -3.61 -7.94 -0.05
C -3.41 -6.75 -0.71
C -3.92 -5.61 -0.10
N -3.91 -4.26 -0.47
H -3.74 2.52 -1.04
H -2.01 2.61 -0.59
H -3.24 2.58 0.69
H -5.39 1.69 0.26
H -6.92 -2.24 1.01
H -2.51 -2.74 -0.02
H -5.35 -6.90 2.70
H -4.43 -8.96 1.66
H -3.24 -8.86 -0.49
H -2.89 -6.71 -1.66
H -3.76 -3.93 -1.40
N 1.79 -1.21 0.80
C 2.33 -1.98 -0.35
C 3.65 -2.68 -0.02
C 4.06 -3.86 -0.88
C 4.18 -3.57 -2.37
N 2.90 -3.70 -3.09
C 2.28 -4.86 -3.26
N 2.90 -6.00 -3.00
N 1.04 -4.88 -3.77
C 1.14 -2.83 -0.79
O 1.11 -4.04 -0.68
O 0.16 -2.06 -1.21
H 2.43 -0.46 1.06
H 1.74 -1.84 1.61
H 2.49 -1.24 -1.14
H 3.61 -3.03 1.02
H 4.44 -1.92 -0.05
H 3.39 -4.70 -0.71
H 5.05 -4.17 -0.54
H 4.92 -4.21 -2.84
H 4.52 -2.55 -2.55
H 2.39 -2.87 -3.31
H 3.86 -6.02 -2.69
H 2.44 -6.89 -3.12
H 0.47 -4.05 -3.71
H 0.54 -5.75 -3.83
C -0.13 5.31 -4.99
C 0.33 4.49 -3.82
C -0.17 3.23 -3.57
C 0.25 2.47 -2.47
C -0.31 1.06 -2.45
C 1.17 3.00 -1.56
As 1.70 2.06 0.12
N 0.03 1.44 0.77
C -0.14 1.09 2.14
C -1.37 0.53 2.54
C -1.57 0.12 3.87
C -0.57 0.25 4.81
C 0.66 0.79 4.41
C 0.88 1.18 3.11
C 1.99 3.54 1.34
C 1.02 4.51 1.59
C -0.31 4.61 0.90
C 1.30 5.48 2.56
C 2.49 5.50 3.26
C 2.77 6.56 4.30
C 3.44 4.52 2.98
C 3.21 3.53 2.04
C 4.28 2.48 1.83
C 1.81 4.22 -1.89
C 3.03 4.80 -1.21
C 1.36 4.93 -3.00
H -0.98 4.84 -5.49
H 0.67 5.44 -5.72
H -0.44 6.31 -4.67
H -0.90 2.80 -4.25
H -0.49 0.71 -3.46
H -1.28 1.02 -1.94
H 0.43 0.36 -2.05
H -2.23 0.49 1.88
H -2.54 -0.27 4.15
H -0.74 -0.04 5.83
H 1.45 0.90 5.13
H 1.84 1.61 2.85
H -0.37 4.01 0.00
H -0.50 5.65 0.62
H -1.11 4.30 1.57
H 0.55 6.24 2.75
H 1.93 7.24 4.40
H 3.66 7.14 4.04
H 2.96 6.10 5.27
H 4.38 4.52 3.52
H 5.15 2.72 2.44
H 4.61 2.41 0.80
H 3.93 1.49 2.12
H 3.70 4.03 -0.83
H 2.77 5.46 -0.39
H 3.59 5.37 -1.94
H 1.85 5.87 -3.23

=====

Record 2
20
Properties=species:S:1:pos:R:3 method="wB97M-V/def2-TZVPD" multiplicity=1 energy_ev=-235007.311 lumo_ev=-0.417 max_force_ev_per_a=3.6 total_charge=0 gap_ev=9.13
N -0.36 -1.98 -0.67
B 0.79 -2.31 0.19
O 1.03 -3.55 0.72
C 1.86 -1.15 0.54
O 2.71 -0.90 -0.25
O 1.71 -0.50 1.77
C 0.96 0.72 1.63
N 1.78 1.67 0.83
C 1.39 2.80 0.95
S 0.88 4.26 0.56
H -0.17 -1.17 -1.26
H -1.13 -1.74 -0.04
H 0.27 -4.11 0.47
H 0.02 0.43 1.13
H 0.71 1.10 2.64
C -2.54 1.17 -1.83
Br -1.92 1.83 -0.12
Br -3.99 2.24 -2.51
Br -1.09 1.03 -3.10
H -2.92 0.17 -1.67

=====

Record 3
59
Properties=species:S:1:pos:R:3 method="wB97M-V/def2-TZVPD" relative_energy_kcal_mol=43.9 multiplicity=1 energy_ev=-37550.435 lumo_ev=-0.147 max_force_ev_per_a=2.0 total_charge=0 gap_ev=9.12
O -0.59 2.05 -2.61
C 0.32 1.74 -3.33
C 0.22 0.66 -4.36
C 0.31 -0.71 -3.69
C 1.65 -1.07 -3.14
C 1.88 -1.19 -1.83
C 3.16 -1.69 -1.24
H 1.29 2.28 -3.34
H -0.71 0.83 -4.93
H 0.92 0.77 -5.19
H -0.43 -0.65 -2.89
H -0.07 -1.49 -4.34
H 2.41 -1.53 -3.77
H 1.06 -0.92 -1.17
H 3.13 -2.34 -0.37
H 3.64 -0.81 -0.79
H 3.84 -1.92 -2.06
H 2.01 0.82 1.57
H 1.37 -0.28 2.39
O 2.21 0.17 2.26
H -4.10 -1.62 1.47
H -4.11 -1.96 0.13
O -3.90 -2.42 0.96
H -3.22 0.40 -1.93
H -3.45 -0.05 -3.37
O -3.82 0.51 -2.68
H 2.82 2.70 -2.04
H 2.63 4.15 -1.71
O 3.25 3.55 -2.14
H -1.36 -5.03 2.00
H -2.31 -3.77 1.85
O -1.45 -4.15 1.64
H -1.99 -2.62 -1.29
H -1.18 -1.79 -0.38
O -1.81 -1.69 -1.09
H -0.36 -2.46 3.34
H 1.10 -2.47 3.76
O 0.32 -1.92 3.74
H 0.58 -1.97 1.16
H 0.24 -3.52 1.13
O 0.90 -2.85 1.37
H -0.08 1.92 0.66
H 0.87 1.98 -0.43
O 0.71 1.44 0.36
H -1.44 3.57 1.22
H -2.61 2.69 1.71
O -1.67 2.67 1.49
H -2.12 0.19 3.26
H -3.27 0.84 4.02
O -3.05 0.42 3.19
H 0.72 4.81 -0.97
H -0.33 3.87 -1.58
O 0.38 3.92 -0.93
H -1.08 2.56 3.18
H -0.15 2.22 4.46
O -1.03 2.20 4.08
H 3.71 -0.74 3.22
H 3.05 -2.02 3.18
O 3.92 -1.68 3.38

=====

Record 4
104
Properties=species:S:1:pos:R:3 method="wB97M-V/def2-TZVPD" multiplicity=1 energy_ev=-70458.581 lumo_ev=-4.635 max_force_ev_per_a=3.1 total_charge=+1 gap_ev=5.74
C 2.38 -2.29 -0.35
C 2.35 -2.73 -1.47
C 2.25 -3.38 -2.79
O 3.39 -3.87 -3.41
C 4.64 -3.28 -3.03
C 4.82 -1.80 -3.40
C 5.33 -0.96 -2.21
O 5.79 -1.69 -4.44
C 1.50 -2.63 -3.92
N 0.25 -2.89 -4.02
C -0.17 -3.82 -2.96
P -1.03 -2.68 -1.76
O -2.37 -2.46 -2.32
O -1.14 -3.27 -0.26
O -0.27 -1.24 -1.80
C 1.16 -4.52 -2.60
C 1.24 -5.37 -1.38
C 2.29 -6.26 -1.30
H 2.45 -2.11 0.70
H 5.39 -3.83 -3.60
H 4.89 -3.47 -1.98
H 3.91 -1.31 -3.78
H 4.70 -1.08 -1.32
H 6.35 -1.24 -1.95
H 5.29 0.10 -2.48
H 6.33 -0.91 -4.26
H 1.94 -1.96 -4.66
H -0.38 -2.51 -4.72
H -0.90 -4.58 -3.24
H -0.25 -3.43 0.10
H -0.62 -0.72 -1.06
H 1.38 -5.19 -3.45
H 0.50 -5.37 -0.58
H 2.98 -6.27 -0.46
H 2.46 -7.00 -2.08
C 0.84 1.62 4.44
O -0.37 0.95 4.14
C -1.38 1.22 5.10
C -2.75 0.89 4.54
O -3.28 1.91 3.70
C -2.71 1.99 2.40
C -3.17 0.88 1.47
O -2.40 -0.30 1.71
C -3.01 -1.45 1.16
H 1.22 1.32 5.42
H 1.57 1.36 3.68
H 0.69 2.71 4.42
H -1.35 2.27 5.39
H -1.19 0.59 5.98
H -3.44 0.83 5.38
H -2.76 -0.08 4.04
H -1.63 2.06 2.44
H -3.09 2.94 1.99
H -3.01 1.18 0.43
H -4.23 0.68 1.64
H -3.98 -1.62 1.63
H -2.37 -2.29 1.36
H -3.13 -1.34 0.07
C -7.57 1.72 3.37
O -7.94 0.78 2.39
C -7.39 -0.50 2.64
C -8.16 -1.57 1.88
O -9.36 -1.96 2.52
C -10.45 -1.05 2.42
C -11.10 -1.03 1.05
O -10.37 -0.21 0.17
C -10.71 -0.44 -1.18
H -6.48 1.84 3.42
H -8.02 2.68 3.10
H -7.95 1.43 4.36
H -7.42 -0.73 3.72
H -6.35 -0.49 2.30
H -7.54 -2.47 1.86
H -8.33 -1.27 0.85
H -10.17 -0.05 2.74
H -11.19 -1.42 3.13
H -12.12 -0.62 1.14
H -11.16 -2.05 0.66
H -10.47 -1.47 -1.47
H -10.12 0.24 -1.80
H -11.77 -0.24 -1.35
C 6.72 6.76 -2.80
O 7.05 5.84 -1.78
C 5.90 5.16 -1.29
C 6.31 3.90 -0.56
O 6.60 2.80 -1.43
C 7.85 2.87 -2.12
C 9.04 2.59 -1.23
O 9.41 3.75 -0.51
C 10.26 3.46 0.57
H 6.02 7.51 -2.44
H 7.64 7.25 -3.11
H 6.30 6.24 -3.66
H 5.23 4.90 -2.11
H 5.38 5.83 -0.59
H 5.46 3.57 0.04
H 7.14 4.08 0.13
H 7.95 3.82 -2.65
H 7.79 2.08 -2.87
H 9.90 2.29 -1.86
H 8.81 1.77 -0.54
H 9.76 2.81 1.30
H 10.51 4.39 1.06
H 11.19 2.98 0.23

=====

Record 5
5
Properties=species:S:1:pos:R:3 method="wB97M-V/def2-TZVPD" relative_energy_kcal_mol=83.2 multiplicity=1 energy_ev=-11843.535 lumo_ev="-3.318 / -3.485" max_force_ev_per_a=4.4 total_charge=0 gap_ev="7.64 / 7.17"
C -1.59 0.05 0.02
N -2.69 0.35 0.09
P 1.30 -0.77 -0.06
H 1.43 0.23 -1.03
H 1.55 0.14 0.98

=====

Record 6
80
Properties=species:S:1:pos:R:3 method="wB97M-V/def2-TZVPD" multiplicity=5 energy_ev=-102484.893 lumo_ev="-0.990 / 0.606" max_force_ev_per_a=1.7 total_charge=0 gap_ev="6.15 / 8.39" s2=6.192
Mn -0.06 1.83 0.02
C 0.17 2.29 4.12
Si 0.81 0.74 3.25
C 0.35 -0.68 4.41
C 2.69 0.80 3.06
N 0.16 0.68 1.63
P -0.96 -0.36 1.00
C -1.30 -0.01 -0.65
P 0.12 -0.22 -1.60
N 1.31 0.84 -1.23
Si 1.68 2.34 -1.97
C 2.63 3.31 -0.65
C 0.03 3.28 -2.27
C 2.66 2.31 -3.58
C -0.44 0.02 -3.33
C -1.70 0.54 -3.58
C -2.09 0.84 -4.88
C -1.21 0.62 -5.93
C 0.05 0.08 -5.69
C 0.43 -0.22 -4.39
C 0.96 -1.84 -1.69
C 0.21 -2.98 -1.93
C 0.83 -4.22 -2.00
C 2.21 -4.31 -1.84
C 2.96 -3.17 -1.60
C 2.33 -1.93 -1.52
C -2.51 -0.06 1.93
C -3.27 1.04 1.52
C -4.37 1.45 2.25
C -4.74 0.77 3.40
C -4.00 -0.34 3.81
C -2.90 -0.75 3.07
C -0.49 -2.08 1.32
C 0.86 -2.41 1.37
C 1.25 -3.74 1.46
C 0.28 -4.74 1.50
C -1.06 -4.41 1.42
C -1.45 -3.08 1.31
H 0.30 2.21 5.20
H 0.69 3.20 3.78
H -0.90 2.43 3.92
H 0.94 -0.59 5.32
H -0.70 -0.63 4.68
H 0.54 -1.67 3.99
H 3.15 1.25 3.94
H 3.11 -0.20 2.94
H 2.98 1.39 2.19
H 2.14 3.22 0.33
H 3.65 2.93 -0.54
H 2.69 4.37 -0.90
H -0.77 2.90 -1.60
H 0.11 4.35 -2.11
H -0.34 3.10 -3.28
H 3.53 1.64 -3.51
H 2.04 1.98 -4.41
H 3.02 3.32 -3.79
H -2.38 0.69 -2.75
H -3.07 1.25 -5.07
H -1.50 0.87 -6.94
H 0.72 -0.11 -6.51
H 1.41 -0.65 -4.19
H -0.87 -2.90 -2.05
H 0.25 -5.11 -2.18
H 2.70 -5.27 -1.90
H 4.03 -3.24 -1.47
H 2.90 -1.03 -1.33
H -2.99 1.55 0.62
H -4.95 2.31 1.93
H -5.59 1.09 3.98
H -4.29 -0.88 4.70
H -2.34 -1.62 3.40
H 1.60 -1.62 1.34
H 2.30 -4.00 1.50
H 0.58 -5.77 1.59
H -1.82 -5.19 1.43
H -2.50 -2.82 1.21
C -0.63 3.50 1.10
H -1.42 3.34 1.84
H -0.98 4.27 0.40
H 0.23 3.91 1.64